--- A ---
# C5H10O2

A 2-piece molecular cluster, C5H10O2 overall (ωB97M-V/def2-TZVPD, OMol25).

The geometry in XYZ format:
```
17
Properties=species:S:1:pos:R:3
O 2.250 -0.044 1.012
C 1.564 -0.642 -0.065
C 0.091 -0.648 0.248
C -0.429 1.550 0.289
C -1.754 1.346 0.063
O -2.080 -0.826 -0.727
C -0.850 -1.161 -0.738
H 3.154 0.134 0.725
H 1.697 -0.072 -0.997
H 1.917 -1.668 -0.254
H -0.210 -0.635 1.291
H 0.013 1.462 1.278
H 0.170 2.114 -0.426
H -2.249 1.749 -0.813
H -2.393 0.889 0.807
H -0.341 -1.451 -1.686
H -0.551 -2.097 -0.008
```

Values from the calculation:
**E_HOMO**: -8.82 eV
**Frontier orbital gap**: 9.12 eV
**LUMO**: 0.298 eV

--- B ---
# C5H10O2

One molecule with the formula C5H10O2 (ωB97M-V/def2-TZVPD, OMol25).

The geometry in XYZ format:
```
17
Properties=species:S:1:pos:R:3
C 1.359 -0.890 -1.466
C 1.133 -0.316 -0.090
O 1.972 -0.407 0.778
C -0.219 0.368 0.189
C -1.352 -0.656 0.053
C -0.192 1.007 1.571
O -0.337 1.358 -0.832
H 2.423 -1.098 -1.590
H 0.811 -1.835 -1.562
H 1.000 -0.214 -2.244
H -2.316 -0.181 0.273
H -1.395 -1.047 -0.968
H -1.225 -1.492 0.749
H -1.108 1.585 1.740
H -0.114 0.249 2.355
H 0.670 1.671 1.660
H -1.110 1.897 -0.617
```

Values from the calculation:
**E_HOMO**: -9.61 eV
**Frontier orbital gap**: 10.40 eV
**LUMO**: 0.793 eV
**SMILES**: CC(=O)C(C)(C)O

--- C ---
# C5H10O2

One molecule with the formula C5H10O2 (ωB97M-V/def2-TZVPD, OMol25).

The geometry in XYZ format:
```
17
Properties=species:S:1:pos:R:3
C 1.161 -0.476 1.271
C 0.058 0.432 0.761
C -1.199 -0.287 0.184
O -1.194 -1.697 0.188
C -0.870 0.253 -1.216
C 0.308 1.065 -0.635
O 1.588 0.803 -1.167
H 0.890 -0.912 2.241
H 2.090 0.088 1.399
H 1.355 -1.292 0.570
H -0.196 1.184 1.518
H -2.142 0.099 0.597
H -1.275 -1.998 1.102
H -1.654 0.823 -1.721
H -0.542 -0.566 -1.867
H 0.127 2.148 -0.645
H 1.478 0.443 -2.055
```

Values from the calculation:
**E_HOMO**: -9.64 eV
**Frontier orbital gap**: 10.52 eV
**LUMO**: 0.881 eV
**SMILES**: C[C@@H]1[C@H](O)C[C@@H]1O

Which is the most stable structure? B is the most stable.

--- A ---
# C5H10O2

C5H10O2 as an isolated structure (ωB97M-V/def2-TZVPD, OMol25).

The geometry in XYZ format:
```
17
Properties=species:S:1:pos:R:3
C 2.032 -0.816 -0.285
C 0.954 -0.158 -1.086
O 0.069 -1.038 -1.721
C -0.093 0.702 0.099
C -1.679 0.771 0.095
C -1.558 0.104 1.472
O -0.123 0.064 1.377
H 2.700 -1.384 -0.940
H 2.603 -0.047 0.242
H 1.580 -1.500 0.439
H 1.287 0.645 -1.753
H -0.399 -0.420 -1.017
H 0.383 1.679 0.098
H -2.101 1.783 0.100
H -2.203 0.179 -0.662
H -1.990 -0.902 1.560
H -1.891 0.708 2.327
```

Values from the calculation:
**E_HOMO**: -9.34 eV
**Frontier orbital gap**: 10.28 eV
**LUMO**: 0.948 eV

--- B ---
# C5H10O2

One molecule with the formula C5H10O2 (ωB97M-V/def2-TZVPD, OMol25).

The geometry in XYZ format:
```
17
Properties=species:S:1:pos:R:3
C 1.527 -0.081 -1.424
C 0.259 0.015 -0.607
C 0.452 0.395 0.856
C -0.620 -0.084 1.878
O -1.844 -0.560 1.363
C -1.042 0.300 -1.218
O -0.650 -1.050 -0.928
H 2.175 0.793 -1.299
H 2.084 -0.964 -1.089
H 1.302 -0.211 -2.487
H 0.520 1.492 0.867
H 1.433 0.036 1.193
H -0.888 0.758 2.522
H -0.162 -0.850 2.518
H -1.621 -1.199 0.665
H -1.126 0.553 -2.272
H -1.839 0.651 -0.563
```

Values from the calculation:
**E_HOMO**: -9.98 eV
**Frontier orbital gap**: 10.93 eV
**LUMO**: 0.949 eV
**SMILES**: C[C@@]1(CCO)CO1

--- C ---
# C5H10O2

C5H10O2 as an isolated structure (ωB97M-V/def2-TZVPD, OMol25).

The geometry in XYZ format:
```
17
Properties=species:S:1:pos:R:3
C 1.090 -0.866 -2.368
C -0.854 -0.003 -0.795
O -1.359 -1.073 -0.250
C 0.100 0.823 0.092
C -0.579 1.179 1.384
C -0.487 0.108 2.447
O -0.323 -1.123 2.248
H 1.419 -0.807 -3.388
H 2.105 -0.701 -1.878
H 0.971 -1.936 -2.204
H -0.118 -0.223 -2.242
H -0.943 -1.343 0.598
H 1.022 0.313 0.274
H 0.328 1.765 -0.421
H -1.644 1.370 1.254
H -0.142 2.083 1.820
H -0.584 0.432 3.427
```

Values from the calculation:
**E_HOMO**: -7.84 eV
**Frontier orbital gap**: 8.11 eV
**LUMO**: 0.273 eV

Which is the most stable structure? B is the most stable.

--- A ---
# C37H93BN3O11S

A 11-piece molecular cluster, C37H93BN3O11S overall (ωB97M-V/def2-TZVPD, OMol25).

The geometry in XYZ format:
```
146
Properties=species:S:1:pos:R:3
C 4.202 0.041 1.547
C 3.956 1.067 0.416
C 2.941 0.602 -0.656
N 1.643 0.108 -0.149
N 0.659 1.086 -0.055
C -0.320 1.140 -1.061
C -1.146 2.154 -0.677
C -2.380 2.579 -1.447
C -3.659 2.473 -0.552
C -3.859 1.036 0.007
C -4.663 0.157 -1.035
C -4.683 1.075 1.326
C -4.132 0.158 2.453
C -3.771 -1.256 1.978
C -2.462 -1.517 1.730
C -2.099 -2.330 0.470
C -1.311 -1.020 2.607
N -0.685 2.715 0.518
B -1.267 3.865 1.274
C -1.534 3.914 2.831
O -1.550 4.982 0.512
C 0.418 2.000 0.865
S 1.366 2.262 2.337
H 3.300 0.007 2.192
H 4.245 -0.961 1.075
H 5.085 0.242 2.165
H 4.922 1.194 -0.111
H 3.702 2.074 0.770
H 3.463 -0.118 -1.309
H 2.732 1.488 -1.288
H 1.722 -0.441 0.703
H -0.376 0.507 -1.941
H -2.523 1.815 -2.232
H -2.313 3.589 -1.871
H -4.525 2.742 -1.182
H -3.639 3.170 0.306
H -2.915 0.493 0.179
H -5.083 0.767 -1.849
H -4.013 -0.658 -1.403
H -5.517 -0.346 -0.551
H -4.705 2.102 1.746
H -5.747 0.813 1.182
H -3.273 0.645 2.950
H -4.892 0.047 3.256
H -4.537 -2.041 1.883
H -2.663 -3.270 0.365
H -1.007 -2.497 0.466
H -2.354 -1.700 -0.401
H -0.721 -0.260 2.042
H -0.668 -1.867 2.893
H -1.695 -0.494 3.495
H -0.888 4.692 3.284
H -2.592 4.141 3.052
H -1.216 2.970 3.307
H -2.449 5.276 0.719
H 1.472 3.621 2.389
C 3.481 -3.303 4.114
C 2.255 -2.538 4.572
O 1.855 -1.588 3.577
H 4.307 -2.618 3.915
H 3.795 -4.024 4.869
H 3.276 -3.839 3.182
H 2.468 -1.990 5.487
H 1.421 -3.218 4.765
H 1.658 -2.081 2.773
C -9.396 -0.717 -2.805
C -8.129 -1.319 -2.228
O -8.066 -1.112 -0.818
H -9.441 0.353 -2.595
H -9.444 -0.866 -3.885
H -10.280 -1.170 -2.350
H -7.249 -0.850 -2.668
H -8.085 -2.394 -2.430
H -8.837 -1.535 -0.427
C 4.222 5.405 -1.467
C 3.961 4.769 -0.115
O 5.018 3.881 0.242
H 4.323 4.637 -2.237
H 3.410 6.078 -1.747
H 5.155 5.971 -1.453
H 3.036 4.186 -0.140
H 3.866 5.536 0.661
H 5.832 4.395 0.274
C -0.024 0.095 -4.966
C 1.347 0.496 -5.475
O 2.035 1.278 -4.495
H -0.617 0.982 -4.728
H -0.561 -0.498 -5.708
H 0.064 -0.492 -4.045
H 1.257 1.097 -6.378
H 1.949 -0.385 -5.705
H 2.122 0.738 -3.703
C -5.243 -3.367 5.389
C -5.589 -4.580 4.546
O -5.013 -4.473 3.247
H -5.601 -2.454 4.908
H -5.689 -3.439 6.382
H -4.159 -3.269 5.499
H -6.668 -4.663 4.421
H -5.225 -5.497 5.021
H -4.058 -4.410 3.357
C -1.058 5.284 -4.651
C -2.420 5.952 -4.668
O -3.267 5.399 -3.661
H -1.159 4.209 -4.813
H -0.408 5.696 -5.424
H -0.574 5.418 -3.679
H -2.909 5.799 -5.629
H -2.324 7.029 -4.497
H -2.839 5.547 -2.812
C 4.712 -0.071 -8.863
C 3.489 -0.201 -7.974
O 2.322 -0.448 -8.754
H 4.577 0.740 -9.580
H 5.607 0.126 -8.272
H 4.868 -0.986 -9.441
H 3.325 0.720 -7.417
H 3.614 -1.021 -7.258
H 2.462 -1.267 -9.240
C 3.174 -4.507 -0.303
C 4.277 -3.537 -0.679
O 3.816 -2.603 -1.657
H 2.824 -5.048 -1.183
H 3.523 -5.228 0.438
H 2.312 -3.972 0.109
H 5.125 -4.069 -1.108
H 4.625 -2.986 0.201
H 3.072 -2.126 -1.276
C 7.816 -1.198 -0.676
C 7.728 -0.672 0.745
O 7.316 -1.707 1.635
H 6.850 -1.593 -0.997
H 8.121 -0.410 -1.368
H 8.536 -2.017 -0.740
H 6.993 0.131 0.810
H 8.695 -0.281 1.076
H 7.970 -2.412 1.585
C -0.978 -4.037 7.345
C 0.269 -4.356 8.150
O 1.335 -3.475 7.803
H -0.773 -4.121 6.276
H -1.794 -4.715 7.602
H -1.305 -3.011 7.530
H 0.605 -5.373 7.947
H 0.070 -4.266 9.222
H 1.043 -2.577 7.992
```

Values from the calculation:
**E_HOMO**: -10.16 eV
**Frontier orbital gap**: 7.25 eV
**Net charge**: +1
**LUMO**: -2.913 eV

--- B ---
# C37H93BN3O11S

A 11-piece molecular cluster, C37H93BN3O11S overall (ωB97M-V/def2-TZVPD, OMol25).

The geometry in XYZ format:
```
146
Properties=species:S:1:pos:R:3
C -3.107 -1.624 -3.238
C -1.531 -1.839 -3.638
C -0.525 -0.629 -3.181
N -0.614 -0.229 -1.726
N 0.279 -0.914 -0.917
C 1.545 -0.144 -0.489
C 2.311 -1.248 0.488
C 3.741 -0.909 1.254
C 3.591 -1.071 2.912
C 2.395 -0.111 3.537
C 3.004 1.407 3.886
C 1.837 -0.734 4.948
C 0.207 -0.707 5.125
C -0.505 0.725 4.741
C -1.139 0.792 3.364
C -0.848 2.148 2.471
C -2.046 -0.413 2.708
N 1.504 -2.560 0.555
B 1.819 -3.856 1.282
C 0.791 -4.731 2.221
O 3.192 -4.411 1.084
C 0.257 -2.293 -0.298
S -1.094 -3.580 -0.495
H -3.200 -1.758 -2.056
H -3.357 -0.473 -3.427
H -3.861 -2.338 -3.780
H -1.494 -1.867 -4.831
H -1.082 -2.886 -3.300
H -0.681 0.258 -3.945
H 0.584 -1.029 -3.374
H -1.589 -0.234 -1.355
H 1.867 0.951 -0.792
H 3.928 0.258 1.091
H 4.645 -1.553 0.885
H 4.636 -0.752 3.392
H 3.364 -2.171 3.244
H 1.501 0.077 2.806
H 4.171 1.437 3.812
H 2.464 2.206 3.183
H 2.734 1.733 5.000
H 2.164 -1.877 5.057
H 2.286 -0.204 5.917
H -0.275 -1.609 4.514
H -0.091 -0.925 6.260
H -0.564 1.640 5.505
H -1.059 3.153 3.033
H -1.464 2.045 1.473
H 0.307 2.135 2.204
H -1.430 -0.883 1.806
H -3.094 0.017 2.333
H -2.193 -1.302 3.491
H 0.592 -5.790 1.705
H 1.228 -4.893 3.320
H -0.273 -4.202 2.237
H 3.563 -4.616 1.992
H -0.405 -4.816 -0.712
C -6.392 -0.411 -0.982
C -5.762 -1.051 0.237
O -4.365 -1.208 0.035
H -6.217 -1.024 -1.872
H -7.470 -0.287 -0.845
H -5.947 0.570 -1.179
H -6.194 -2.040 0.417
H -5.921 -0.438 1.129
H -3.989 -0.324 -0.115
C 5.799 3.963 7.341
C 4.509 3.913 6.549
O 3.624 2.961 7.122
H 6.279 2.979 7.357
H 6.494 4.689 6.910
H 5.603 4.238 8.383
H 4.706 3.616 5.515
H 4.016 4.890 6.540
H 3.449 3.239 8.038
C 2.077 -4.491 -5.088
C 0.884 -4.619 -4.164
O -0.307 -4.283 -4.860
H 2.155 -3.471 -5.476
H 3.004 -4.743 -4.565
H 1.969 -5.154 -5.953
H 0.985 -3.940 -3.312
H 0.791 -5.640 -3.781
H -0.392 -4.897 -5.609
C 3.609 2.801 -2.373
C 3.627 2.518 -3.861
O 3.088 1.229 -4.116
H 4.189 2.048 -1.831
H 4.025 3.789 -2.160
H 2.587 2.757 -1.983
H 4.652 2.541 -4.243
H 3.038 3.259 -4.409
H 2.175 1.221 -3.781
C -3.372 0.890 7.886
C -3.345 2.404 7.922
O -2.659 2.903 6.783
H -2.354 0.487 7.866
H -3.893 0.488 8.760
H -3.874 0.532 6.981
H -2.823 2.756 8.816
H -4.359 2.814 7.929
H -3.135 2.592 5.994
C 6.974 -1.616 -1.608
C 7.953 -1.892 -0.486
O 7.287 -1.826 0.766
H 6.518 -0.628 -1.487
H 7.472 -1.659 -2.580
H 6.158 -2.346 -1.598
H 8.754 -1.147 -0.486
H 8.403 -2.884 -0.593
H 6.583 -2.497 0.759
C 4.309 4.250 -8.285
C 4.113 4.081 -6.793
O 5.012 4.924 -6.087
H 5.338 4.005 -8.568
H 3.626 3.604 -8.844
H 4.134 5.289 -8.584
H 4.309 3.047 -6.495
H 3.090 4.336 -6.500
H 4.824 5.841 -6.352
C -3.652 3.388 -2.827
C -3.339 2.555 -4.052
O -1.935 2.378 -4.173
H -3.164 4.367 -2.891
H -4.730 3.538 -2.721
H -3.273 2.903 -1.921
H -3.699 3.054 -4.957
H -3.813 1.571 -3.989
H -1.626 1.927 -3.369
C -3.749 -0.170 -7.363
C -4.432 -1.332 -6.670
O -5.469 -0.852 -5.827
H -3.332 0.525 -6.627
H -2.944 -0.523 -8.013
H -4.466 0.397 -7.965
H -3.717 -1.882 -6.051
H -4.863 -2.025 -7.398
H -6.103 -0.372 -6.387
C -7.170 -0.723 4.492
C -8.461 -1.123 3.808
O -8.176 -1.856 2.626
H -6.553 -0.114 3.824
H -7.372 -0.153 5.404
H -6.580 -1.607 4.753
H -9.037 -0.236 3.529
H -9.078 -1.743 4.465
H -7.671 -2.646 2.885
```

Values from the calculation:
**E_HOMO**: -9.83 eV
**Frontier orbital gap**: 6.03 eV
**Net charge**: +1
**LUMO**: -3.801 eV

Which is the most stable structure? A is the most stable.

--- A ---
# C2H4NO2

A 2-piece molecular cluster, C2H4NO2 overall (ωB97M-V/def2-TZVPD, OMol25).

The geometry in XYZ format:
```
9
Properties=species:S:1:pos:R:3
C 0.416 0.420 -0.366
N -0.546 1.184 -0.805
C -1.475 1.073 0.257
O 1.370 -2.199 -0.170
O -1.529 1.912 1.119
H 1.408 0.866 -0.162
H 0.566 -0.694 -0.353
H 2.008 -2.816 0.201
H -2.218 0.255 0.278
```

Values from the calculation:
**E_HOMO**: -3.23 eV
**Frontier orbital gap**: 7.20 eV
**Net charge**: -1
**LUMO**: 3.964 eV

--- B ---
# C2H4NO2

A 2-piece molecular cluster, C2H4NO2 overall (ωB97M-V/def2-TZVPD, OMol25).

The geometry in XYZ format:
```
9
Properties=species:S:1:pos:R:3
C -0.903 0.460 0.476
C -1.178 -0.296 -0.725
N 2.286 -1.081 0.098
O 2.433 0.086 0.632
O -2.046 0.818 -0.292
H -0.980 -0.120 1.318
H -0.075 1.213 0.447
H -0.801 -0.035 -1.682
H 1.264 -1.045 -0.272
```

Values from the calculation:
**E_HOMO (alpha / beta)**: -2.79 / -0.79 eV
**Frontier orbital gap (alpha / beta)**: 7.02 / 3.71 eV
**Net charge**: -1
**LUMO (alpha / beta)**: 4.230 / 2.925 eV

--- C ---
# C2H4NO2

A 2-piece molecular cluster, C2H4NO2 overall (ωB97M-V/def2-TZVPD, OMol25).

The geometry in XYZ format:
```
9
Properties=species:S:1:pos:R:3
C 0.389 1.263 -0.448
C -0.527 0.168 0.117
N -0.244 0.208 -1.154
O -0.439 -0.125 -2.369
O 0.135 -1.759 1.804
H 0.008 2.408 -0.558
H 1.476 1.431 -0.488
H -0.448 -2.495 2.052
H -0.349 -1.100 1.045
```

Values from the calculation:
**E_HOMO**: -3.63 eV
**Frontier orbital gap**: 8.24 eV
**Net charge**: -1
**LUMO**: 4.609 eV

Which is the most stable structure? A is the most stable.